The following is a quantum chemistry calculation of a structure of composition C39H43BGeMnN7O2P in a non-equilibrium geometry, from OMol25.

Geometry as XYZ:
```
95
Properties=species:S:1:pos:R:3:forces:R:3:lowdin_spin:R:1
Mn -2.005078 -0.390463 -0.332073 -0.75 0.35 -0.59 0.968
C -3.008039 -4.536348 -0.767671 -0.04 -0.04 -0.02 0.001
C -2.482147 -3.460427 -0.042462 -0.14 0.06 0.00 0.005
N -2.755070 -2.315439 -0.654619 0.52 -0.24 0.01 -0.001
N -3.427831 -2.619207 -1.773705 -0.16 -0.13 0.11 0.002
C -3.605789 -3.945631 -1.865955 0.08 0.06 0.03 0.004
B -3.914842 -1.476922 -2.682467 0.07 0.12 0.09 0.000
N -4.696010 -0.476945 -1.805479 -0.07 -0.14 -0.01 -0.002
C -5.937785 0.011005 -1.972374 0.05 0.03 -0.03 -0.001
C -6.145343 0.985458 -1.019513 -0.01 0.02 -0.02 0.000
C -4.940404 1.026154 -0.299656 0.03 0.02 0.03 -0.001
N -4.082575 0.134606 -0.770399 -0.04 -0.14 -0.01 -0.003
N -2.699566 -0.731667 -3.252604 -0.05 0.19 -0.12 0.001
C -2.249312 -0.635537 -4.515563 0.04 -0.01 0.12 0.002
C -1.099060 0.127584 -4.499739 0.04 0.00 -0.04 0.000
C -0.916851 0.454749 -3.148759 -0.15 0.06 0.03 0.003
N -1.897710 -0.051469 -2.416117 0.31 -0.20 -0.04 0.001
H -2.954536 -5.585810 -0.532855 0.00 0.00 0.00 0.000
H -1.930434 -3.443992 0.883767 0.02 0.00 -0.02 0.000
H -4.136083 -4.369156 -2.702613 -0.01 0.00 -0.01 0.000
H -4.600920 -1.913893 -3.573788 -0.05 0.00 -0.01 0.000
H -6.567835 -0.356763 -2.765761 0.01 -0.01 -0.01 0.000
H -7.023477 1.592410 -0.877907 0.00 0.00 0.01 0.000
H -4.645409 1.676247 0.504562 0.02 0.01 0.03 0.000
H -2.774302 -1.120701 -5.321757 0.00 -0.01 0.00 0.000
H -0.468575 0.388787 -5.332812 -0.01 0.01 -0.01 0.000
H -0.125584 1.012691 -2.673245 -0.02 -0.02 0.02 0.000
N -2.000694 1.306128 0.662148 0.38 0.15 0.26 -0.006
C -2.199023 2.603114 0.580338 0.05 -0.27 -0.04 0.010
C -2.446456 3.444261 1.725205 0.00 0.05 0.03 0.007
C -2.641830 4.807688 1.608591 0.02 -0.02 -0.05 0.001
C -2.621552 5.455352 0.371497 -0.01 0.09 0.05 0.014
C -2.401214 4.667053 -0.765572 0.04 -0.16 0.01 0.002
C -2.197040 3.306264 -0.678778 -0.06 0.20 -0.02 0.008
H -2.470835 2.978922 2.705153 -0.01 0.00 -0.01 0.001
H -2.817872 5.388274 2.511597 0.00 0.01 0.01 0.000
H -2.780155 6.524778 0.292059 0.00 0.00 0.01 0.001
H -2.392539 5.135318 -1.747736 0.00 0.00 0.00 0.000
H -2.040771 2.715752 -1.573772 0.02 -0.05 -0.03 0.001
C -3.420486 0.266778 2.875467 0.06 0.00 0.04 -0.002
P -1.880658 -0.132449 1.935345 -0.19 0.10 0.19 -0.015
C -1.594234 -1.724457 3.129172 -0.02 0.00 -0.06 -0.005
C -0.494486 0.703521 2.823787 0.04 -0.07 -0.03 -0.003
H -3.174259 0.636030 3.876921 0.02 -0.03 0.00 0.000
H -4.008425 -0.647172 2.985739 -0.02 0.03 -0.01 0.000
H -4.010347 1.022459 2.366551 -0.04 0.07 -0.02 0.000
H -1.662683 -1.517314 4.208397 0.01 0.01 -0.01 -0.001
H -0.594826 -2.135041 2.927313 -0.03 0.00 -0.02 0.000
H -2.336144 -2.494810 2.884812 0.00 0.01 0.02 0.000
H -0.622014 0.619475 3.908013 -0.04 -0.02 -0.03 -0.001
H -0.403494 1.752985 2.547061 0.01 0.00 -0.04 0.000
H 0.418663 0.171940 2.562248 0.13 0.00 0.00 0.000
O -0.177792 -2.582154 -2.178587 0.00 -0.06 0.04 0.001
C 0.244847 -2.180289 -1.089634 -0.10 0.10 -0.45 0.002
O 0.016525 -1.044597 -0.548268 0.25 -0.31 0.57 0.005
C 1.219787 -3.103953 -0.343544 -0.10 0.23 -0.02 0.000
C 2.649527 -2.637753 -0.595810 0.09 0.31 0.09 0.000
Ge 3.117475 -0.786874 -0.047092 0.01 -0.24 -0.09 0.000
C 2.916517 -0.563561 1.891765 0.09 0.02 -0.03 0.000
C 2.666925 -1.653475 2.721805 -0.13 -0.03 -0.13 0.000
C 2.621140 -1.511975 4.100727 -0.01 0.07 0.14 0.000
C 2.842053 -0.270249 4.680912 0.00 -0.05 -0.10 0.000
C 3.111957 0.823171 3.868892 -0.02 0.01 0.12 0.000
C 3.151746 0.672731 2.492885 0.05 0.04 -0.13 0.000
C 5.110651 -0.792049 -0.215410 0.12 0.10 -0.05 0.000
C 5.856554 -1.832392 0.346790 -0.14 0.03 -0.01 0.000
C 7.241963 -1.850956 0.294314 0.12 -0.03 0.01 0.000
C 7.932552 -0.817538 -0.325963 -0.12 0.01 0.00 0.000
C 7.215084 0.232126 -0.881407 0.11 0.00 -0.01 0.000
C 5.827196 0.242128 -0.822743 -0.13 -0.06 0.03 0.000
C 2.524527 0.807060 -1.022862 -0.18 -0.12 0.21 0.000
C 2.911751 1.052280 -2.338249 0.11 0.04 0.06 0.000
C 2.537895 2.226577 -2.981418 -0.05 0.03 0.01 0.000
C 1.760949 3.168562 -2.317633 -0.03 -0.11 0.00 0.000
C 1.330376 2.919559 -1.019751 0.05 -0.04 -0.08 0.000
C 1.707183 1.745037 -0.383899 -0.05 -0.18 -0.07 0.000
H 1.084560 -4.114421 -0.736580 0.01 0.02 0.07 0.000
H 0.990873 -3.096080 0.724910 -0.05 0.05 -0.01 0.000
H 2.882920 -2.738052 -1.659874 0.02 0.07 0.01 0.000
H 3.361488 -3.274285 -0.061772 0.07 0.00 -0.01 0.000
H 2.464082 -2.624282 2.285135 0.02 -0.02 0.01 0.000
H 2.386077 -2.366577 4.723484 0.00 -0.01 -0.01 0.000
H 2.788726 -0.152019 5.756186 -0.01 0.00 0.01 0.000
H 3.270199 1.800577 4.309494 0.00 -0.01 -0.01 0.000
H 3.350842 1.539644 1.872294 0.02 0.01 0.02 0.000
H 5.342533 -2.643553 0.851578 0.01 -0.02 0.01 0.000
H 7.789453 -2.672808 0.742102 -0.01 -0.01 0.01 0.000
H 9.014948 -0.827835 -0.369647 0.01 0.00 0.00 0.000
H 7.740109 1.050780 -1.361070 -0.01 0.00 0.00 0.000
H 5.286307 1.073885 -1.256641 0.01 0.04 -0.01 0.000
H 3.521605 0.328579 -2.869101 -0.01 -0.02 -0.02 0.000
H 2.840206 2.396026 -4.008577 0.00 0.01 0.00 0.000
H 1.452017 4.074087 -2.824652 0.00 0.02 -0.01 0.000
H 0.670338 3.611907 -0.514988 -0.07 0.02 0.00 0.000
H 1.309236 1.538833 0.601880 -0.02 -0.01 0.03 0.000
```
Forces are in eV/Å.

Results
HOMO level (alpha / beta), eV: -0.1 / -0.2
<S²>: 0.793
Multiplicity: 2
Total charge: -2
E_LUMO (alpha / beta), eV: 4.12 / 4.12
ΔE to the lowest compared entry with this formula, charge and spin, kcal/mol: 4.1
Kohn-Sham gap (alpha / beta), eV: 4.19 / 4.30
E_tot, eV: -153470.440